[1]
C34H37ClN5O2SSiTi as an isolated structure, computed with ωB97M-V/def2-TZVPD.

Computed properties:
- strongest force on any atom (hartree/bohr) = 0.0166
- energy relative to the best compared isomer or geometry (same formula, charge and spin) (kJ/mol) = 17.4
- energy (Ha) = -3739.62208
- total charge = -1
- orbital gap (spin up / spin down) (eV) = 5.5721 / 5.5729

Element x y z (Å)
Ti1 -0.03 0.09 0.07
C1 -1.79 3.67 1.80
C2 -1.18 2.67 0.87
N1 -0.41 1.60 1.28
N2 -0.26 1.50 2.65
C3 0.64 0.66 3.01
N3 0.89 0.48 4.37
S1 1.62 -0.20 1.87
C4 -1.40 2.64 -0.48
C5 -2.19 3.56 -1.25
C6 -2.24 3.48 -2.60
C7 -1.47 2.46 -3.25
C8 -0.79 1.57 -2.49
N4 -0.80 1.54 -1.13
H1 -1.61 3.38 2.83
H2 -1.37 4.67 1.66
H3 -2.87 3.74 1.65
H4 0.10 0.80 4.92
H5 1.09 -0.49 4.58
H6 -2.72 4.33 -0.71
H7 -2.84 4.17 -3.17
H8 -1.40 2.41 -4.33
H9 -0.19 0.80 -2.96
C9 1.80 -0.06 -1.23
Si1 1.89 -1.51 -2.31
C10 0.08 -1.86 -2.75
N5 -0.75 -1.73 -1.53
C11 -0.61 -3.01 -0.74
C12 -1.93 -3.61 -0.31
C13 -2.82 -3.92 -1.52
C14 -2.83 -2.73 -2.50
C15 -2.18 -1.50 -1.89
C16 2.62 -3.02 -1.44
C17 2.58 -4.28 -2.06
C18 3.06 -5.41 -1.42
C19 3.59 -5.32 -0.14
C20 3.63 -4.08 0.49
C21 3.15 -2.95 -0.16
C22 2.80 -1.33 -3.97
C23 2.33 -0.39 -4.90
C24 2.96 -0.20 -6.12
C25 4.08 -0.95 -6.44
C26 4.57 -1.88 -5.54
C27 3.93 -2.06 -4.32
H10 1.74 0.86 -1.82
H11 2.70 0.04 -0.61
H12 -0.09 -2.82 -3.25
H13 -0.24 -1.09 -3.46
H14 0.03 -2.83 0.12
H15 -0.10 -3.74 -1.38
H16 -2.45 -2.94 0.38
H17 -1.73 -4.52 0.26
H18 -3.83 -4.15 -1.18
H19 -2.45 -4.81 -2.03
H20 -3.85 -2.48 -2.80
H21 -2.31 -2.99 -3.42
H22 -2.70 -1.20 -0.98
H23 -2.21 -0.65 -2.56
H24 2.17 -4.38 -3.06
H25 3.02 -6.38 -1.92
H26 3.95 -6.20 0.37
H27 4.02 -3.99 1.49
H28 3.18 -2.00 0.36
H29 1.46 0.22 -4.66
H30 2.57 0.53 -6.82
H31 4.57 -0.81 -7.40
H32 5.45 -2.46 -5.78
H33 4.33 -2.79 -3.62
Cl1 -6.92 2.48 2.38
C28 -5.50 1.46 2.30
C29 -4.72 1.47 1.16
C30 -3.59 0.67 1.12
C31 -3.25 -0.14 2.20
C32 -4.05 -0.13 3.33
C33 -5.18 0.67 3.39
C34 -2.02 -1.02 2.18
O1 -1.84 -1.85 3.06
O2 -1.32 -0.95 1.08
H34 -4.97 2.11 0.32
H35 -2.96 0.70 0.23
H36 -3.78 -0.76 4.16
H37 -5.81 0.69 4.28



[2]
C34H37F3GeHgN4O2S as an isolated structure, computed with ωB97M-V/def2-TZVPD.

Computed properties:
- spin multiplicity = 2
- strongest force on any atom (hartree/bohr) = 0.0115
- energy relative to the best compared isomer or geometry (same formula, charge and spin) (kJ/mol) = 37.4
- energy (Ha) = -4615.52112
- total charge = -1
- orbital gap (spin up / spin down) (eV) = 6.8329 / 5.7126

Element x y z (Å)
Hg1 -0.14 0.42 0.77
O1 -3.22 3.80 2.05
C1 -2.58 2.83 1.60
O2 -1.93 1.94 2.18
C2 -2.60 2.72 0.06
C3 -3.38 3.57 -0.70
C4 -3.35 3.46 -2.08
C5 -2.52 2.52 -2.67
C6 -1.76 1.72 -1.83
N1 -1.81 1.80 -0.51
H1 -3.98 4.30 -0.18
H2 -3.96 4.10 -2.70
H3 -2.44 2.41 -3.75
H4 -1.23 -0.15 -2.44
C7 -2.69 -3.22 5.14
C8 -2.58 -2.97 3.64
C9 -1.82 -1.69 3.30
C10 -0.34 -1.73 3.72
Ge1 0.62 -0.16 3.11
C11 2.55 -0.01 3.31
C12 3.01 -0.46 4.70
C13 4.53 -0.59 4.81
C14 5.07 -1.80 4.05
H5 -3.34 -4.07 5.36
H6 -3.10 -2.35 5.65
H7 -1.71 -3.44 5.58
H8 -3.58 -2.91 3.21
H9 -2.07 -3.82 3.16
H10 -2.31 -0.83 3.77
H11 -1.88 -1.52 2.22
H12 0.15 -2.62 3.33
H13 -0.26 -1.73 4.81
H14 0.00 1.02 3.90
H15 2.82 1.03 3.13
H16 2.99 -0.63 2.53
H17 2.56 -1.43 4.95
H18 2.65 0.26 5.45
H19 4.81 -0.68 5.86
H20 4.99 0.32 4.43
H21 4.64 -2.73 4.44
H22 6.16 -1.87 4.13
H23 4.82 -1.76 2.99
F1 2.76 -4.69 -4.43
C15 1.62 -4.93 -3.77
F2 1.78 -6.07 -3.08
F3 0.67 -5.17 -4.69
C16 1.23 -3.78 -2.88
C17 1.92 -2.59 -2.90
C18 1.45 -1.56 -2.10
N2 0.37 -1.66 -1.33
C19 -0.25 -2.84 -1.28
C20 0.13 -3.93 -2.04
H24 2.79 -2.46 -3.52
H25 1.95 -0.59 -2.10
H26 -1.10 -2.91 -0.61
H27 -0.40 -4.87 -1.97
N3 -0.82 0.77 -2.34
C21 0.00 1.10 -3.42
C22 -0.15 0.33 -4.67
C23 -0.07 0.95 -5.92
C24 -0.24 0.23 -7.09
C25 -0.47 -1.14 -7.04
C26 -0.55 -1.77 -5.80
C27 -0.40 -1.05 -4.63
C28 1.02 2.11 -3.24
C29 2.11 2.22 -4.14
C30 3.15 3.11 -3.90
C31 3.15 3.92 -2.77
C32 2.09 3.82 -1.87
C33 1.05 2.93 -2.10
H28 0.09 2.02 -5.97
H29 -0.19 0.73 -8.04
H30 -0.58 -1.71 -7.95
H31 -0.72 -2.84 -5.75
H32 -0.43 -1.57 -3.68
H33 2.16 1.58 -5.00
H34 3.97 3.15 -4.60
H35 3.96 4.60 -2.58
H36 2.07 4.44 -0.98
H37 0.24 2.89 -1.38
S1 2.99 -4.78 0.50
C34 2.26 -3.40 1.04
N4 1.74 -2.42 1.42



[3]
C34H37F3IN3O3Ti as an isolated structure, computed with ωB97M-V/def2-TZVPD.

Computed properties:
- spin multiplicity = 3
- strongest force on any atom (hartree/bohr) = 0.0754
- energy (Ha) = -3154.53474
- total charge = -2
- orbital gap (spin up / spin down) (eV) = 4.2953 / 6.6763

Element x y z (Å)
Ti1 10.36 -2.66 17.72
C1 7.96 -2.42 20.04
N1 9.01 -1.52 19.61
C2 9.87 -1.35 20.77
C3 10.92 -0.24 20.60
C4 11.89 -0.33 21.77
N2 13.06 -1.02 21.13
C5 13.14 -2.29 21.09
C6 13.95 -2.99 20.05
C7 15.13 -3.70 20.28
C8 15.72 -4.36 19.22
C9 15.16 -4.19 17.91
C10 14.04 -3.47 17.66
C11 13.31 -2.99 18.78
O1 12.09 -2.45 18.63
C12 8.36 -0.19 19.25
C13 9.04 0.61 18.20
C14 9.11 0.07 16.79
N3 10.29 -0.89 16.73
C15 10.98 -0.72 15.51
C16 11.89 -1.61 14.93
C17 12.68 -1.12 13.83
C18 13.39 -2.02 13.03
C19 13.35 -3.38 13.33
C20 12.55 -3.85 14.33
C21 11.85 -2.99 15.16
O2 11.13 -3.51 16.16
H1 8.24 -3.43 20.11
H2 7.43 -2.09 20.97
H3 7.21 -2.40 19.22
H4 10.43 -2.28 20.92
H5 9.33 -1.16 21.68
H6 10.50 0.78 20.58
H7 11.37 -0.47 19.63
H8 11.55 -1.01 22.56
H9 12.14 0.59 22.19
H10 12.54 -2.95 21.83
H11 15.46 -3.68 21.29
H12 16.60 -5.10 19.26
H13 15.71 -4.75 17.11
H14 13.66 -3.34 16.62
H15 8.21 0.19 20.23
H16 7.31 -0.31 18.93
H17 10.12 0.76 18.48
H18 8.46 1.63 18.23
H19 9.31 0.90 16.11
H20 8.22 -0.39 16.29
H21 10.88 0.33 15.18
H22 12.86 -0.08 13.79
H23 13.92 -1.73 12.13
H24 13.81 -4.09 12.63
H25 12.30 -4.87 14.64
C22 13.52 0.96 17.00
C23 12.63 2.18 17.27
C24 13.23 2.68 18.53
O3 14.65 2.62 18.21
C25 14.80 1.27 17.81
H26 13.54 0.73 15.92
H27 13.04 0.04 17.41
H28 11.60 1.93 17.23
H29 12.58 3.00 16.43
H30 13.10 2.05 19.42
H31 12.95 3.66 18.80
H32 14.83 0.70 18.77
H33 15.76 1.28 17.30
I1 9.94 -5.28 19.07
F1 4.36 -1.15 10.49
C26 4.28 -2.41 11.10
F2 4.70 -3.29 10.20
F3 3.02 -2.71 11.25
C27 5.12 -2.51 12.30
C28 6.52 -2.34 12.19
C29 7.27 -2.34 13.30
C30 6.67 -2.55 14.56
C31 5.33 -2.92 14.60
C32 4.56 -2.90 13.44
C33 7.47 -2.53 15.75
C34 8.23 -2.86 16.67
H34 7.06 -2.08 11.25
H35 8.35 -2.11 13.21
H36 4.92 -3.25 15.55
H37 3.53 -3.16 13.60



[4]
C34H37N5O3STa as an isolated structure, computed with ωB97M-V/def2-TZVPD.

Computed properties:
- strongest force on any atom (hartree/bohr) = 0.0073
- energy relative to the best compared isomer or geometry (same formula, charge and spin) (kJ/mol) = 24.0
- energy (Ha) = -2271.71836
- total charge = +3
- orbital gap (eV) = 5.8532

Element x y z (Å)
Ta1 0.23 -0.34 0.47
C1 -1.85 -1.64 2.79
O1 -1.33 -1.48 1.42
C2 -2.00 -2.19 0.39
C3 -3.34 -2.50 0.42
C4 -3.85 -3.22 -0.66
C5 -3.03 -3.59 -1.72
C6 -1.69 -3.26 -1.74
C7 -1.17 -2.56 -0.66
N1 0.19 -2.15 -0.49
N2 1.10 -2.93 -1.02
C8 2.38 -2.76 -0.81
C9 2.92 -1.76 0.08
O2 2.07 -0.91 0.65
C10 4.26 -1.69 0.36
C11 5.12 -2.60 -0.26
C12 4.68 -3.59 -1.16
C13 5.60 -4.48 -1.74
C14 5.16 -5.45 -2.61
C15 3.80 -5.55 -2.90
C16 2.87 -4.69 -2.33
C17 3.30 -3.70 -1.46
H1 -2.05 -2.70 2.94
H2 -2.76 -1.05 2.89
H3 -1.07 -1.30 3.45
H4 -3.98 -2.21 1.24
H5 -4.90 -3.48 -0.67
H6 -3.45 -4.14 -2.55
H7 -1.04 -3.55 -2.55
H8 4.63 -0.95 1.05
H9 6.18 -2.54 -0.04
H10 6.65 -4.38 -1.50
H11 5.87 -6.14 -3.06
H12 3.46 -6.32 -3.57
H13 1.82 -4.80 -2.57
C18 -1.69 4.79 2.85
C19 -1.51 3.80 3.98
N3 -0.43 2.81 3.72
C20 0.82 3.01 4.50
C21 1.60 4.23 4.03
C22 -0.63 1.85 2.86
S1 0.73 0.71 2.58
N4 -1.86 1.72 2.34
C23 -2.15 1.26 1.17
O3 -1.19 0.98 0.27
C24 -3.53 1.03 0.75
C25 -4.56 1.13 1.69
C26 -5.87 0.89 1.30
C27 -6.15 0.58 -0.03
C28 -5.13 0.50 -0.97
C29 -3.82 0.72 -0.58
H14 -2.45 5.52 3.13
H15 -2.03 4.30 1.94
H16 -0.77 5.34 2.64
H17 -2.42 3.24 4.17
H18 -1.23 4.31 4.90
H19 1.42 2.11 4.44
H20 0.50 3.13 5.54
H21 1.89 4.13 2.98
H22 2.50 4.31 4.63
H23 1.03 5.15 4.15
H24 -4.33 1.39 2.72
H25 -6.67 0.96 2.02
H26 -7.17 0.41 -0.33
H27 -5.36 0.28 -2.00
H28 -3.02 0.67 -1.31
C30 0.82 1.82 -4.46
C31 1.86 2.00 -3.33
C32 3.21 1.39 -3.73
C33 2.00 3.48 -2.93
C34 1.36 1.27 -2.16
N5 0.96 0.71 -1.24
H29 1.18 2.37 -5.33
H30 -0.15 2.24 -4.18
H31 0.70 0.78 -4.74
H32 3.58 1.94 -4.59
H33 3.12 0.34 -4.00
H34 3.95 1.49 -2.93
H35 2.36 4.02 -3.80
H36 2.72 3.61 -2.12
H37 1.04 3.91 -2.64